(1)
{"formula": "C4H11O", "method": "ωB97M-V/def2-TZVPD", "species": ["C", "O", "H", "H", "H", "C", "C", "C", "H", "H", "H", "H", "H", "H", "H", "H"], "coordinates": [[-1.748946, 1.928846, 0.345535], [-0.678794, 2.568203, -0.195272], [-1.512607, 1.101823, 1.071637], [-2.471067, 1.491810, -0.396102], [-2.315933, 2.688350, 0.947075], [1.167725, -0.211333, -0.020183], [1.172470, -1.685194, 0.361269], [0.285705, -2.511302, -0.537349], [0.148672, 0.166250, -0.094799], [1.782824, 0.493359, 0.539787], [1.501641, -0.021709, -1.046133], [2.210983, -2.015132, 0.290731], [0.889952, -1.783221, 1.406411], [0.391938, -3.587499, -0.378333], [0.356952, -2.212557, -1.584448], [-0.781936, -2.410163, -0.290716]], "atomic_forces_ev_per_a": [[0.527, 1.304, -0.009], [0.071, -0.670, -0.197], [-0.027, -0.117, -0.055], [-0.031, -0.060, 0.111], [-0.565, -0.495, 0.151], [-0.600, 0.501, -1.046], [0.906, 0.754, -0.042], [-1.235, -0.413, 0.307], [-0.014, 0.363, 0.535], [-0.250, -0.324, 0.569], [0.227, -0.536, -0.159], [0.071, -0.398, 0.036], [-0.150, -0.144, 0.157], [0.596, -0.061, -0.394], [0.305, -0.294, -0.015], [0.170, 0.588, 0.053]], "mulliken_charge": [-0.529, -0.865, 0.064, 0.108, 0.237, -1.034, -0.072, -1.102, 0.115, 0.352, 0.302, 0.256, 0.246, 0.336, 0.290, 0.298], "charge": -1, "homo_lumo_gap_ha": 0.2056}

---

(2)
{"formula": "C4H11O3", "method": "ωB97M-V/def2-TZVPD", "species": ["C", "O", "C", "C", "C", "O", "H", "H", "H", "H", "H", "H", "H", "H", "H", "H", "H", "O"], "coordinates": [[0.945378, 0.490482, -1.996239], [0.694316, 1.789770, -1.833759], [0.878913, -0.317326, -0.618325], [-0.483639, -0.134624, 0.040694], [-1.640677, -0.968837, -0.527520], [-2.873349, -0.577223, 0.131369], [1.945990, 0.251983, -2.390724], [0.102582, 0.005125, -2.609888], [1.600193, 0.215560, 0.011551], [1.147314, -1.376578, -0.755007], [-0.713945, 0.910682, -0.210150], [-0.436045, -0.368584, 1.105931], [-1.731817, -0.784968, -1.595055], [-1.563104, -2.013259, -0.227872], [-3.102094, 0.288585, -0.178145], [2.485196, 0.899822, 3.719391], [1.056375, 0.596827, 3.697188], [1.688409, 1.092570, 4.236559]], "atomic_forces_ev_per_a": [[-1.506, -0.285, 0.993], [0.154, 0.285, 0.089], [-0.066, 0.464, -0.590], [-0.196, -0.411, -0.779], [0.023, 0.807, 1.086], [0.041, -0.775, -0.001], [0.200, -0.269, -0.559], [0.936, -0.173, -0.215], [0.209, -0.345, 0.074], [0.110, 0.066, 0.096], [-0.017, 0.096, 0.634], [-0.120, 0.431, 0.174], [0.057, -0.475, -0.184], [0.248, -0.180, -0.569], [-0.052, 0.750, -0.202], [0.080, 0.356, 0.349], [-0.354, 0.244, 0.268], [0.252, -0.587, -0.662]], "mulliken_charge": [-0.378, -0.870, -0.579, -0.316, -0.506, -0.549, 0.244, 0.092, 0.224, 0.355, 0.321, 0.085, 0.329, 0.256, 0.295, 0.321, 0.342, -0.666], "charge": -1, "homo_lumo_gap_ha": 0.2177}

---

(3)
{"formula": "C4H11O3", "method": "ωB97M-V/def2-TZVPD", "species": ["C", "O", "C", "C", "C", "O", "H", "H", "H", "H", "H", "H", "H", "H", "H", "H", "H", "O"], "coordinates": [[-1.244251, 1.623529, -1.351304], [-0.861725, 2.747225, -2.203172], [-0.091717, 1.103116, -0.518056], [-0.375428, -0.152084, 0.289411], [0.960030, -0.626026, 0.985531], [0.683906, -1.524569, 1.996007], [-2.148218, 1.937178, -0.832234], [-1.553625, 0.906739, -2.125520], [-0.793473, 3.509631, -1.625953], [0.205346, 1.916376, 0.169336], [0.770055, 0.990158, -1.190339], [-1.107806, 0.029652, 1.072706], [-0.607110, -0.976950, -0.376372], [1.463905, 0.215836, 1.435206], [1.604417, -1.048355, 0.171031], [0.549956, -4.069843, 1.498693], [1.190154, -2.816642, 1.537741], [1.355587, -3.764972, 1.067289]], "atomic_forces_ev_per_a": [[0.077, 0.200, -1.712], [-0.011, -0.093, 0.391], [-0.279, 0.885, 0.124], [1.900, 0.217, -0.077], [-1.395, -1.159, 0.590], [0.341, -0.163, -0.385], [0.029, -0.270, 0.570], [0.030, -0.250, 0.510], [0.152, 0.171, 0.032], [-0.056, -0.187, -0.027], [-0.186, -0.250, 0.062], [-0.200, -0.220, -0.083], [-0.685, -0.146, 0.040], [0.476, 1.050, -0.141], [-0.085, 0.199, 0.234], [-0.090, -0.792, -0.319], [0.381, 0.392, -0.609], [-0.400, 0.416, 0.799]], "mulliken_charge": [-0.499, -0.548, -0.336, -0.372, -0.601, -0.891, 0.292, 0.264, 0.289, 0.256, 0.219, 0.316, 0.174, 0.303, 0.233, 0.261, 0.425, -0.787], "charge": -1, "homo_lumo_gap_ha": 0.2404}

---

(4)
{"formula": "C4H11O3", "method": "ωB97M-V/def2-TZVPD", "species": ["C", "C", "C", "O", "C", "O", "H", "H", "H", "H", "H", "H", "H", "H", "H", "H", "H", "O"], "coordinates": [[0.621591, -1.517283, -0.450854], [0.288597, -0.953050, 0.940672], [0.695929, 0.527111, 1.011617], [-0.225042, 1.320336, 0.381928], [-0.315349, -0.939174, -1.532677], [0.428580, -0.489644, -2.684557], [1.633686, -1.217038, -0.705579], [0.639509, -2.610236, -0.469748], [0.816776, -1.573954, 1.652312], [-0.781910, -1.030508, 1.138935], [0.826314, 0.824811, 2.078829], [1.713940, 0.639247, 0.576391], [-0.829462, -0.127056, -1.085962], [-0.996700, -1.712690, -1.898341], [0.703022, 0.402192, -2.435828], [-1.093023, 2.449242, 0.895938], [-2.487768, 2.771086, 1.281377], [-1.638688, 3.236612, 1.305550]], "atomic_forces_ev_per_a": [[-0.540, 0.172, -0.040], [0.553, -0.257, -0.722], [-0.715, 0.630, 0.449], [0.133, -0.045, -0.540], [0.998, -1.285, -0.412], [-0.233, 0.248, 0.201], [0.242, 0.146, -0.047], [-0.192, -0.106, 0.030], [0.240, -0.104, 0.588], [-0.054, 0.039, 0.086], [-0.020, -0.181, 0.062], [0.085, -0.205, -0.034], [-0.654, 0.817, 0.249], [-0.075, 0.103, -0.003], [0.046, -0.040, -0.112], [0.718, 0.514, 0.459], [-0.050, 0.508, 0.229], [-0.482, -0.954, -0.443]], "mulliken_charge": [-0.487, -0.736, -0.449, -0.896, -0.486, -0.599, 0.293, 0.334, 0.375, 0.290, 0.311, 0.210, 0.258, 0.288, 0.338, 0.465, 0.240, -0.748], "charge": -1, "homo_lumo_gap_ha": 0.2750}

---

(5)
{"formula": "C4H11O3Tl", "method": "ωB97M-V/def2-TZVPD", "species": ["O", "C", "C", "O", "C", "Tl", "H", "H", "H", "H", "H", "H", "H", "O", "H", "C", "H", "H", "H"], "coordinates": [[-0.081736, 0.018403, -1.911765], [1.312071, 0.042532, -1.686030], [1.603010, 0.065676, -0.198708], [0.841544, 1.115148, 0.388830], [1.033221, 1.236700, 1.789251], [-1.098286, 1.222095, -0.477187], [1.742918, 0.929464, -2.173069], [1.799805, -0.839700, -2.128955], [2.675027, 0.233619, -0.012804], [1.290563, -0.887064, 0.262205], [2.086279, 1.462415, 2.008248], [0.407434, 2.064868, 2.140894], [0.745120, 0.306307, 2.301810], [-1.598876, -0.628815, -0.208037], [-0.645728, -0.819037, -1.370621], [-2.770672, -1.245351, 0.220700], [-3.048967, -0.915979, 1.239634], [-3.632178, -1.015658, -0.436432], [-2.660548, -2.345624, 0.252038]], "atomic_forces_ev_per_a": [[-0.559, -2.597, -0.504], [1.107, -0.313, -0.079], [0.603, -0.822, -0.135], [1.792, 0.200, 0.446], [0.181, 0.163, 1.160], [-2.421, 5.240, -0.200], [-0.349, -0.173, 0.073], [-0.198, 0.239, 0.131], [-0.335, -0.027, -0.027], [0.163, 0.235, -0.043], [-0.306, -0.048, -0.129], [0.181, -0.209, -0.089], [0.055, 0.234, -0.174], [-0.259, -3.651, 0.428], [1.287, 1.837, -1.201], [-1.803, -0.565, 0.658], [0.207, -0.151, -0.387], [0.449, -0.120, 0.185], [0.205, 0.527, -0.111]], "mulliken_spin": [0.050, 0.010, 0.001, 0.040, 0.005, 0.711, 0.002, 0.001, 0.000, -0.001, 0.000, -0.005, -0.001, 0.187, -0.010, -0.002, 0.001, -0.002, 0.013], "s2": 0.755, "charge": 1, "spin_multiplicity": 2, "homo_lumo_gap_ha": [0.3930, 0.2848]}

---

(6)
{"formula": "C4H11O4", "method": "ωB97M-V/def2-TZVPD", "species": ["O", "C", "C", "C", "C", "O", "H", "H", "H", "H", "H", "H", "H", "H", "H", "O", "H", "H", "O"], "coordinates": [[4.046285, 0.217888, 0.515481], [3.027524, 0.432756, -0.151360], [1.642058, 0.140423, 0.386083], [0.674288, 0.890465, -0.574009], [-0.783410, 0.889135, -0.050919], [-1.504880, -0.106006, -0.668202], [3.187920, 0.974905, -1.083753], [2.285118, 0.886475, 0.965616], [1.480563, -0.864477, 0.748893], [1.127079, 1.892470, -0.601612], [0.678207, 0.455445, -1.575617], [-0.794766, 0.646125, 1.026556], [-1.239327, 1.898823, -0.175998], [-4.683114, 0.349178, -0.641868], [-3.106022, -0.338660, -0.749000], [-4.118998, -0.392043, -0.728718], [-1.559776, -1.408243, 1.867813], [-1.345612, -1.320705, 0.306408], [-1.391111, -1.971534, 1.105599]], "atomic_forces_ev_per_a": [[-0.283, -0.127, -0.850], [2.230, -2.464, 0.136], [2.157, 2.164, -2.734], [0.048, -0.129, 1.663], [-0.555, -0.561, -0.441], [0.122, -0.205, -0.482], [-0.541, 0.360, -0.446], [-3.147, 0.071, 2.451], [-0.029, 0.177, 0.450], [-0.464, 0.073, -0.323], [-0.055, -0.031, 0.091], [0.420, 0.633, 0.307], [0.144, -0.152, 0.000], [0.293, 1.360, 0.107], [-0.435, 1.370, 0.320], [0.156, -2.429, -0.340], [-0.060, -0.045, -0.198], [-0.411, -0.066, 0.414], [0.410, 0.002, -0.125]], "mulliken_charge": [-0.567, -0.090, -0.434, -0.525, -0.599, -0.994, 0.414, 0.114, 0.480, 0.386, 0.281, 0.225, 0.299, 0.235, 0.539, -0.726, 0.253, 0.442, -0.732], "charge": -1, "homo_lumo_gap_ha": 0.2845}

---

Calculated energy above the lowest of the compared OMol25 structures with the same formula, charge and spin in order - 49.0; 158.5; 95.2; 71.3; 0.0; 359.1 kJ/mol